(1)
13
Properties=species:S:1:pos:R:3 method="wB97M-V/def2-TZVPD" total_charge=0 smiles="NN1C=CCN=N1" multiplicity=1
N 0.658 -0.409 1.688
N -0.525 -0.429 1.439
H -2.975 -1.045 0.664
C 1.703 -0.363 0.734
H 2.556 -0.039 1.249
C 1.196 0.572 -0.436
H 1.835 1.382 -0.885
H -2.761 0.581 0.242
C -0.119 0.487 -0.772
H 2.035 -1.383 0.463
N -1.044 -0.423 0.174
N -2.378 -0.368 0.054
H -0.577 1.082 -1.579

---

(2)
63
Properties=species:S:1:pos:R:3 method="wB97M-V/def2-TZVPD" total_charge=0 smiles="CC[C@H](C(=O)NCCCN1CCN(CC)CC1)n1nc(C)n2c(cc3occc32)c1=O" multiplicity=1
N 1.119 -3.126 1.191
H -1.854 3.954 -2.503
H 2.659 -1.212 2.285
H 0.679 5.655 -2.306
C 2.999 -1.582 1.303
H -0.791 4.222 -0.163
C -0.392 5.542 -2.452
H -3.621 -2.863 -1.501
H -0.645 5.914 -3.441
C -0.784 4.075 -2.328
H 3.726 1.271 1.981
H 0.571 -0.492 1.169
C 0.662 -4.505 1.189
H -1.643 -1.432 -2.773
C 0.576 -2.350 0.094
C 2.567 -3.038 1.161
H 0.853 -4.996 0.217
H -1.758 0.047 -3.750
H 2.971 -3.619 1.994
H 4.027 0.437 -0.202
H 1.244 -5.034 1.948
H -1.055 -5.658 1.778
H 3.471 3.129 0.120
N 2.446 -0.813 0.209
H 0.614 -0.314 -0.609
H 1.966 1.177 1.893
H 3.042 3.540 1.800
C -3.107 -1.230 1.326
H 2.975 -3.443 0.218
O -1.078 2.597 1.552
H -4.488 -4.005 0.780
H -0.513 -2.410 0.122
C 1.088 3.347 -0.780
C -0.817 -4.624 1.543
C -2.146 -0.472 -2.880
N -1.095 2.258 -0.693
H -0.242 3.487 -3.069
O -3.737 -2.340 1.751
H -1.037 -4.007 2.410
C -1.390 1.888 0.601
H 0.929 -2.734 -0.881
N -2.322 -0.119 -0.448
C -3.538 -2.474 -0.507
C 1.002 -0.891 0.234
C -1.909 0.361 -1.671
H -3.212 -0.653 -3.008
C -0.440 3.538 -0.944
N -1.332 1.495 -1.774
H -0.912 6.147 -1.711
C 2.866 1.431 1.328
C -2.074 0.623 0.712
H 2.450 0.999 -0.751
H 4.089 -1.516 1.260
C 2.974 0.528 0.083
C 2.786 2.911 0.942
C -2.957 -1.260 -0.069
H 0.717 3.221 1.209
H -1.454 -4.310 0.720
O 1.850 3.282 -1.722
C -2.551 -0.047 1.827
N 1.453 3.265 0.509
C -3.985 -3.070 0.637
H -2.492 0.298 2.837

---

(3)
62
Properties=species:S:1:pos:R:3 method="wB97M-V/def2-TZVPD" total_charge=0 smiles="C[N+](=O)[O-].C[N+](=O)[O-].c1ccccc1.c1ccccc1.c1ccccc1.c1ccccc1" multiplicity=1
C 0.513 -6.568 -0.849
H 2.015 1.324 -0.655
H -6.908 -2.158 -2.903
H -2.069 1.156 4.678
H -6.852 -2.697 -0.469
C -2.827 1.047 2.669
H 0.465 -7.633 -1.038
C 0.599 -3.850 -0.259
H -0.583 4.123 1.971
H 0.678 -2.798 -0.011
C -2.805 1.608 1.395
H 4.029 -1.476 -1.619
C -0.228 -6.048 0.211
H 5.592 -1.709 -0.692
H 0.548 2.288 -0.390
C 4.532 -1.928 -0.775
H -0.779 -6.738 0.838
C -6.015 -2.208 -0.953
C -3.750 -1.421 -0.836
C -1.187 2.650 3.442
C -2.012 1.556 3.672
C 2.785 5.388 -1.389
C 1.123 1.427 -0.056
H -3.447 1.199 0.626
H -3.456 0.202 2.923
H -4.908 -1.161 -3.991
H 1.328 1.637 0.991
H 5.790 5.903 0.110
C -1.189 3.252 2.187
C -4.870 -1.935 -0.202
H 2.016 -3.757 -1.907
O -0.477 0.088 -1.027
O 3.636 -0.197 0.476
C 4.057 5.037 1.086
C 2.103 4.802 -0.323
H 2.188 4.112 1.681
H 1.869 -6.117 -2.450
N 0.210 0.267 -0.032
H 4.388 -3.004 -0.755
O 3.700 -2.151 1.380
H 4.569 4.799 2.011
O 0.265 -0.492 0.915
H -2.016 3.209 0.225
H 4.665 6.154 -2.058
H -2.849 -1.172 -0.285
H 1.065 4.514 -0.436
H -4.875 -2.118 0.866
C -4.917 -1.396 -2.936
H 2.306 5.551 -2.344
H -2.881 -0.718 -2.629
N 3.898 -1.385 0.467
C 1.310 -4.355 -1.340
C 2.748 4.616 0.900
C -1.996 2.713 1.194
C 1.272 -5.717 -1.641
H -0.467 2.982 4.180
C 4.759 5.593 0.014
C -6.038 -1.908 -2.305
C -3.786 -1.114 -2.185
C 4.119 5.748 -1.212
C -0.200 -4.698 0.498
H -0.755 -4.321 1.347

---

(4)
82
Properties=species:S:1:pos:R:3 method="wB97M-V/def2-TZVPD" total_charge=-2 multiplicity=1
C -11.533 15.030 12.129
H -14.865 10.284 18.692
C -14.320 8.352 18.280
F -17.729 7.296 20.380
C -10.581 15.824 21.179
C -12.096 15.336 13.372
C -16.782 14.175 17.866
S -14.079 11.908 14.388
C -12.704 6.098 15.669
Br -8.069 18.775 22.870
C -10.016 7.366 18.049
C -15.740 6.667 19.222
H -13.918 6.219 18.073
H -12.634 7.783 12.143
H -17.726 13.295 19.540
H -12.731 4.164 14.613
S -10.753 11.350 21.567
F -12.307 11.589 11.988
C -14.606 6.976 18.511
C -16.923 13.846 19.207
F -8.290 6.065 20.998
N -12.740 16.046 19.988
C -12.622 7.326 13.162
Cl -8.990 11.700 19.291
C -13.028 13.028 13.642
H -10.614 19.616 22.017
C -11.194 7.916 18.626
H -16.016 5.641 19.291
C -16.303 8.931 19.535
C -9.514 16.377 21.878
C -8.197 12.525 16.940
C -12.685 8.111 14.311
H -12.587 18.500 20.862
C -10.339 7.300 20.816
C -12.263 12.783 12.516
H -10.417 7.316 21.926
N -14.907 15.534 18.330
F -12.567 5.184 12.163
C -10.671 18.532 21.816
H -12.636 5.610 16.619
C -12.785 14.348 14.082
C -13.780 15.539 20.492
H -17.471 13.929 17.010
O -12.362 10.970 19.423
H -12.711 9.214 14.158
C -11.758 17.904 21.221
C -15.910 14.251 20.064
H -15.851 13.975 21.079
F -11.183 13.354 10.508
F -11.928 16.576 13.951
Sb -12.598 9.017 17.225
C -9.549 17.759 22.128
H -10.523 14.783 20.849
C -14.935 15.124 19.611
N -8.662 13.200 16.152
H -16.919 9.692 20.025
H -9.795 7.202 16.961
C -9.054 6.734 18.848
Cl -6.910 10.239 17.729
H -8.718 15.746 22.236
C -11.708 16.569 20.799
C -12.725 5.283 14.554
C -7.667 11.807 18.121
H -15.611 15.292 16.407
H -8.167 6.140 18.489
H -12.032 8.595 20.509
O -12.644 13.201 20.236
O -13.663 11.414 21.539
Cl -6.434 12.996 18.850
F -10.993 15.902 11.354
C -12.687 7.526 15.594
H -13.856 15.319 21.555
C -9.230 6.744 20.221
C -16.546 7.626 19.738
F -13.405 14.795 15.218
Cs -11.972 13.254 17.351
C -12.687 5.967 13.294
C -11.617 13.718 11.754
C -15.140 9.284 18.854
C -11.311 7.930 20.037
C -15.745 14.966 17.489
S -12.553 11.785 20.667

---

(5)
64
Properties=species:S:1:pos:R:3 method="wB97M-V/def2-TZVPD" total_charge=-2 multiplicity=1
C 2.686 0.120 -1.196
H -0.650 -2.547 0.948
H -1.810 -3.454 3.247
H -2.279 2.230 0.487
H 4.296 0.736 -2.561
O 1.739 -0.332 -2.160
H -1.607 4.105 1.786
H 0.785 4.210 -4.247
H -3.126 -2.688 4.062
O -2.167 -0.162 2.998
H -0.889 3.660 -4.232
H 0.819 -1.991 -3.677
C 0.050 -2.389 -4.339
H 0.301 -2.333 -5.398
C 1.570 1.994 1.890
H -0.318 -0.958 4.801
H -1.018 1.735 -1.475
H 0.762 1.940 -3.046
H 0.885 -0.411 -1.729
C -0.100 -0.311 3.952
H 1.495 -2.061 0.703
H 2.305 1.119 -0.987
H 1.962 -3.668 1.288
C 1.311 -3.680 -0.739
H 0.063 2.014 0.719
O 0.755 2.634 0.962
O -1.686 -1.263 0.592
O -1.106 -0.884 -1.414
H 2.363 -3.613 -1.019
H 1.552 0.915 1.739
H 2.594 2.294 1.668
C -2.897 -3.375 3.247
H -3.011 4.918 1.029
H 0.275 -0.900 3.115
O -0.065 -3.246 1.249
H -1.842 -0.554 2.184
C -2.279 4.117 0.928
H -3.262 -4.373 3.489
H -0.345 4.744 -2.987
H 0.013 -3.460 -4.137
H -1.596 4.310 0.100
H -1.433 1.299 4.377
C 4.137 0.069 -1.714
C -1.309 -0.474 -0.260
C -0.034 3.897 -3.599
C 0.265 2.789 -2.575
H 4.400 -0.948 -2.002
C -1.178 0.652 3.538
H 4.854 0.346 -0.941
H -2.716 -2.280 1.581
O -1.405 0.747 -0.015
H 2.524 -0.488 -0.306
H 1.294 2.240 2.915
H 0.886 3.189 -1.774
O -1.041 2.442 -2.123
H -0.853 1.248 2.685
H 0.718 0.352 4.232
O -2.930 2.880 0.765
O -3.351 -2.873 1.990
C 1.237 -3.119 0.687
H 0.999 -4.724 -0.773
O -1.236 -1.826 -3.973
H 0.657 -3.138 -1.423
H -1.015 -1.421 -3.131

---

(6)
170
Properties=species:S:1:pos:R:3 method="wB97M-V/def2-TZVPD" total_charge=0 smiles="CCN(CC)CC.CCN(CC)CC.CCN(CC)CC.CCN(CC)CC.CCN(CC)CC.CC(C)=O.CC(C)=O.CC(C)=O.CC(C)=O.CC(C)=O.CC(C)=O" multiplicity=1
H -0.359 6.118 -3.049
H 1.481 -0.633 5.632
C -6.397 -2.617 2.044
H -0.074 4.835 -0.466
C 0.109 0.091 7.127
H 7.213 -3.103 -3.646
O -2.663 6.586 -0.393
C -1.461 -5.413 -2.562
C 6.181 -2.780 -3.801
O 4.413 -4.198 1.413
H 3.770 -1.901 2.411
O -3.518 -0.220 -3.681
C 3.730 -1.032 -3.479
H -2.725 -0.459 2.788
H 0.457 0.752 10.103
H 2.634 -5.961 -3.623
C -1.895 1.267 6.456
C -1.215 -0.075 -3.061
H 4.029 0.025 -3.433
H -3.399 2.604 5.647
H -1.764 -3.561 -3.604
H -2.718 3.657 -0.046
H -0.729 0.793 -2.610
H -1.981 4.222 1.544
N -0.743 1.260 7.355
H -0.127 -0.396 5.046
H -3.387 0.031 -0.828
H -5.908 4.203 0.568
H 1.631 -4.728 -2.860
C -2.702 2.560 6.486
H 5.713 -0.097 4.172
H 4.390 -2.059 -0.320
H -1.643 0.993 5.434
H -0.199 -3.689 -2.907
H -7.007 1.031 2.068
H 0.679 -1.494 1.612
H 0.993 -5.865 -5.661
H -0.228 2.145 -0.858
H -1.585 -2.000 -0.355
H 5.481 0.190 -0.883
H -3.151 0.953 1.688
H -2.790 1.257 3.334
H -0.284 -3.128 0.061
H -6.589 -3.551 1.514
C 0.531 2.064 -0.083
C -2.546 0.576 2.516
H 1.400 0.869 1.457
C 2.218 -1.201 -3.486
C 5.804 -1.925 -2.580
C -1.165 1.360 8.742
H 4.073 -1.443 -4.430
H 2.399 2.540 -2.738
C 0.051 1.658 9.651
H 2.470 -4.433 -4.341
H 2.181 -1.207 2.999
H 1.657 -5.276 0.481
C 1.682 6.470 -2.744
H -6.144 2.583 0.009
H -0.873 1.900 2.137
C -0.549 -2.071 -0.020
H 1.950 -2.206 -3.144
H 0.335 -6.631 -4.295
C 3.807 0.119 3.199
H 4.190 0.256 0.358
H -6.787 -1.816 1.407
H 5.560 -3.670 -3.912
C 0.726 0.702 0.602
N 0.651 4.379 -3.556
C -0.954 -4.276 -3.461
C -1.459 -2.789 -5.932
H -4.207 -3.497 0.601
H -0.954 -0.109 -4.119
H 3.746 -5.158 -1.578
N 4.362 -1.791 -2.413
H 0.939 0.993 5.272
H 5.387 -4.927 -0.845
H 2.684 4.548 -4.017
C -4.011 -2.534 1.077
C -1.070 0.829 2.195
H -0.827 -0.994 -2.624
H 1.779 -1.131 -4.483
C -0.564 3.792 -4.129
H -4.169 -1.735 0.344
H -5.849 1.099 3.480
H -2.130 -6.070 -3.114
C 5.320 0.293 3.233
H -2.643 3.515 -3.828
H 1.335 0.059 -0.040
H 1.733 3.964 -5.344
H 6.353 -0.979 -2.654
H -1.757 3.756 -2.311
O -4.649 3.202 2.560
H 6.145 -2.238 -4.747
C -5.601 2.645 2.072
H -2.956 -2.479 1.323
H 0.986 0.198 7.771
H -0.654 4.091 -5.186
H 1.542 7.500 -2.414
H -1.756 -2.200 -5.065
H -7.378 3.396 1.088
H -2.375 1.382 -1.074
H -2.062 3.441 6.381
H 6.146 -2.522 -1.731
C 2.227 2.500 -3.818
H 1.720 5.921 -1.799
H 4.398 -6.312 -0.434
H -0.423 -0.814 7.455
H -2.068 -4.905 -1.806
H -0.499 0.597 3.113
C 0.563 5.840 -3.560
C -2.711 0.145 -2.865
H 5.570 1.337 3.084
H -1.885 2.151 8.919
H 0.003 -4.098 -6.666
H 0.616 -3.000 -5.381
N -0.449 -4.737 -4.738
H -0.203 2.368 10.440
C -1.964 5.707 0.058
C 0.627 0.045 5.704
H 0.469 6.233 -4.584
C 4.423 0.033 -0.688
H 2.671 6.414 -3.200
C -6.323 3.240 0.864
C -5.988 1.220 2.407
H -5.378 0.470 1.901
H -0.448 2.706 -4.186
H 0.073 -1.622 -0.797
H 1.840 -3.793 1.296
H -2.274 -3.500 -6.098
N -0.550 0.115 1.035
C -0.208 -3.655 -5.693
C 2.245 -4.351 0.451
H -3.546 4.803 1.038
H -6.923 -2.643 2.994
C 4.361 -5.243 -0.684
H 0.879 2.128 9.118
C -3.139 0.788 -1.577
H -3.986 1.464 -1.709
C -4.939 -2.365 2.257
H 2.889 -1.505 -1.017
H -2.170 5.110 -3.395
H -0.667 -5.935 -2.032
H -1.386 -2.128 -6.792
C -0.467 5.787 -0.107
H 0.274 2.786 0.693
H 1.468 2.434 -0.507
C -2.581 4.467 0.665
H 1.457 1.747 -3.984
C 1.835 3.903 -4.246
O 3.070 1.069 3.320
H 3.383 -1.699 4.153
C -1.831 4.075 -3.351
C 3.255 -1.287 3.148
H -2.615 0.475 6.748
H -1.034 -1.707 2.060
H -3.279 2.695 7.399
H -0.237 6.617 -0.764
O -4.478 -2.138 3.355
H 3.837 0.789 -1.221
C 3.726 -4.591 0.495
C 0.686 -5.651 -4.634
H 1.962 -3.838 -0.471
C 1.879 -5.195 -3.816
H 5.720 -0.338 2.435
C -0.358 -1.331 1.294
H -0.044 5.969 0.887
H -1.609 0.427 9.122
H 3.169 2.201 -4.280
C 3.975 -1.377 -1.068
H 1.672 -0.509 -2.840

---

no.,orbital gap (eV)
1,9.5
2,8.6
3,9.4
4,5.7
5,6.4
6,8.7